14
Properties=species:S:1:pos:R:3:mulliken_charge:R:1 method="wB97M-V/def2-TZVPD" e_lumo_ev=-1.25 energy_ev=-31482.318 homo_energy_ha=-0.3354 spin_multiplicity=1 relative_energy_kcal_mol=54.5 homo_lumo_gap_ev=7.88 fmax_ev_per_a=4.77
H -1.3032 2.0876 0.2562 0.470
H -2.0673 -0.1995 1.1305 0.372
N 0.7924 -0.3179 -0.4865 -0.355
S 2.9282 -0.7217 -0.3624 0.093
C -0.1674 -1.0625 0.2921 0.431
C -1.1472 0.0956 0.6109 -0.384
H 0.2555 -1.3294 1.2148 0.253
H -0.0112 -2.4100 -1.0586 0.318
S 3.7515 0.7063 0.7723 -0.153
O 1.4476 1.8449 -0.8056 -0.658
C -0.7038 1.2359 0.0998 -0.618
O -0.6883 -2.2295 -0.3664 -0.513
H 3.1054 1.7436 0.1716 0.278
C 0.6390 1.0191 -0.4704 0.466

---

130
Properties=species:S:1:pos:R:3:mulliken_charge:R:1 method="wB97M-V/def2-TZVPD" e_lumo_ev=0.29 energy_ev=-92347.393 homo_energy_ha=-0.2804 spin_multiplicity=1 homo_lumo_gap_ev=7.92 fmax_ev_per_a=1.73
C -0.2385 4.7103 0.3454 -0.054
C 4.7171 -1.8691 -1.9256 -0.835
H -5.4071 2.0642 -1.7240 0.404
O 0.6082 -1.7428 0.1499 0.905
H 2.5987 -5.6132 3.1967 0.366
N 3.3693 -0.0496 3.4330 -0.346
C 3.7204 -2.0782 -0.7800 0.117
C 0.9257 3.2667 -1.1568 -1.318
C 0.7441 -3.0988 3.5717 -0.248
N 0.0900 1.0984 2.9616 0.828
P 1.1249 -3.1138 -0.1840 -1.971
C -0.4015 0.5695 -1.4419 -1.006
Hf -0.3730 0.4394 0.8197 0.700
H 1.2109 4.1618 -1.7405 0.466
C 0.1678 2.5024 -3.8683 0.708
H 2.3113 5.7771 0.0249 0.297
Si -0.4220 2.2950 -2.0776 -0.557
H -1.2406 4.3584 0.1275 -0.346
C -4.3622 3.6468 2.7501 -0.653
H 2.2557 2.1969 -3.4183 0.280
C -4.7604 4.0729 -2.1157 -0.711
H -5.2520 4.2146 2.5092 0.450
C 2.7795 -3.8707 1.9679 -0.654
C 2.2667 5.3684 1.0382 -1.056
H 3.4329 0.1098 4.4262 0.262
H 1.4869 6.1123 2.9175 0.387
H 5.2256 -4.3579 -0.8669 0.297
H -2.9217 -0.1534 2.9074 0.268
H -2.2961 -2.8099 2.9772 0.180
H -0.3370 -2.1869 -2.2705 -0.103
H -3.8509 3.2928 0.6863 0.041
H -2.0101 -2.5438 -0.2571 -0.932
C -0.2859 2.8651 -6.2304 -0.762
H 5.6306 -1.4266 -1.5230 0.481
H 3.2580 5.5117 1.4736 0.434
C 4.6853 -4.3983 -1.8173 -0.940
N 1.2296 0.6586 3.6295 -1.595
C -2.8960 -0.9118 2.1176 1.081
C -4.0069 3.4415 4.0839 -1.048
H -3.6811 -3.8797 -2.3834 0.364
C 3.1752 -4.4420 -1.5689 -1.070
C -3.6666 4.9053 -2.3205 -0.800
H 2.3207 -3.2754 5.0254 0.389
H -1.6702 -4.7245 -3.3013 0.368
H 3.5694 -4.2670 1.3285 0.307
C -1.6635 -3.6470 -3.1087 -1.394
C -4.5600 2.7198 -1.8848 -0.359
H 1.3184 -4.7036 4.8911 0.346
C 1.4065 -4.0990 1.3176 0.655
C -0.3150 -3.2540 -2.5166 -0.500
H -3.0864 -2.2335 -2.3112 0.175
H 4.9970 -5.3205 -2.3114 0.517
H -1.1315 -4.7769 0.5005 0.456
H -1.5403 5.0440 -2.4668 0.407
H -3.1305 1.1524 -1.6426 -0.056
C -2.3911 -3.4748 -0.6812 0.698
H 1.4092 2.8622 -7.5471 0.379
C -2.0520 2.2102 3.3456 0.522
C 1.5247 2.3914 -4.1955 -0.350
C -1.3067 -4.5373 -0.5486 -1.776
H -4.6163 3.8374 4.8842 0.399
H -1.0009 3.0488 -7.0228 0.407
H 1.7852 2.5875 -1.2076 0.451
H -1.6454 -5.4666 -1.0167 0.486
C -0.8071 1.5699 3.7472 -1.304
C -3.9433 -0.5526 1.0727 -1.029
H -3.9166 -1.2827 0.2614 0.066
N 0.6983 3.5845 0.2493 1.262
H -0.1020 -2.8965 4.2320 0.706
H 2.6836 -4.8177 -2.4702 0.317
H -4.9393 -0.5758 1.5216 0.499
C 2.2272 0.4180 2.8307 0.150
H -1.2481 -0.0050 -1.8376 0.455
C -3.2685 2.2073 -1.8475 -0.489
O -1.7383 1.8792 1.0039 0.034
H 1.3504 -5.1478 1.0050 0.970
H -5.7640 4.4784 -2.1405 0.376
C 2.6118 -3.0356 -1.2314 1.319
C 1.8046 -3.9170 4.3085 -0.981
H 6.1009 -3.2089 -2.9387 0.455
C -0.0068 -4.0799 -1.2414 -0.305
C 1.0645 2.7594 -6.5259 -0.490
H -0.2316 -4.7532 2.5977 0.329
C 2.8194 -4.5501 3.3345 -0.992
H -0.9895 6.0673 1.8264 0.579
C 0.2482 -3.8094 2.3194 -0.167
H -2.5459 2.5861 5.3922 0.457
H -3.2599 -3.7540 -0.0841 0.727
H 4.2375 -2.4789 0.0898 0.341
H 4.3071 -1.1410 -2.6298 0.250
H 1.8758 3.4821 1.9936 -0.032
C 5.0452 -3.1826 -2.6653 -0.698
H -3.8167 5.9618 -2.5049 0.418
C 1.9718 2.5193 -5.5030 -0.758
H 1.1029 7.1280 1.5418 0.346
C -2.8562 2.7356 4.3641 -0.666
C 1.1930 6.0887 1.8657 -0.822
C -0.1571 5.3707 1.7105 -0.646
C -0.7240 2.7374 -4.9179 -0.215
H -3.7397 -2.1228 3.7169 0.415
H 4.4848 -3.2378 -3.6034 0.305
H 2.9674 -2.7996 2.0869 0.164
H 2.7592 3.3276 0.4944 0.566
C -2.3820 4.3814 -2.2942 -0.105
C -3.2145 -2.2625 2.7709 -1.512
H -3.8415 -2.8843 2.1300 0.318
H -3.7801 0.4405 0.6540 -0.146
H 1.1457 -2.1228 3.2953 -0.507
H 3.2916 -1.1254 -0.4710 -0.941
C -3.5883 3.1369 1.7262 -0.226
H -0.0014 5.4669 -0.4242 0.421
O -1.5966 -0.9258 1.5408 0.803
H 4.2199 0.0395 2.9044 0.231
H -1.8046 -3.1602 -4.0750 0.504
H 0.5160 0.0931 -1.8108 -0.022
H 0.4768 -3.3931 -3.2552 0.414
H -0.5128 -3.1844 1.8508 -0.714
H 2.1962 -2.5936 -2.1448 0.761
C -2.1545 3.0248 -2.0471 1.260
H 2.9536 -5.1635 -0.7777 0.344
H -1.7840 2.8282 -4.7089 0.291
C -2.4412 2.3904 2.0070 1.548
H 0.5662 -4.9699 -1.5150 1.069
H 3.8287 -4.4977 3.7459 0.436
H -0.2789 4.6074 2.4824 -0.079
C -2.8004 -3.2767 -2.1507 -0.688
H -0.5877 1.5409 4.8137 0.459
C 1.9524 3.8786 0.9751 -0.524
H 3.0284 2.4322 -5.7248 0.426
S 2.2678 0.5801 1.1033 -0.568

---

14
Properties=species:S:1:pos:R:3:mulliken_charge:R:1 method="wB97M-V/def2-TZVPD" e_lumo_ev=1.05 energy_ev=-8160.819 homo_energy_ha=-0.2849 spin_multiplicity=1 relative_energy_kcal_mol=79.1 homo_lumo_gap_ev=8.81 fmax_ev_per_a=4.94
C 1.1642 1.5535 -0.2043 -0.930
N -0.5883 -0.5348 0.4775 0.604
H 2.1713 1.4133 -0.6062 0.269
H 1.2994 -1.3899 0.2655 0.245
N 0.3436 -1.6518 0.4898 -0.669
H -2.5615 -0.3864 0.6598 0.258
N -1.8201 -1.0653 0.8055 -0.705
N -0.6485 -0.1044 -0.7792 -0.787
C 0.1949 0.8334 -1.0957 0.138
H 0.9312 2.6219 -0.2313 0.306
H -1.7996 -1.3966 1.7649 0.243
H 0.1606 1.1814 -2.1407 0.384
H 1.1387 1.2130 0.8305 0.328
H 0.0140 -2.2872 -0.2362 0.315

---

16
Properties=species:S:1:pos:R:3:mulliken_charge:R:1 method="wB97M-V/def2-TZVPD" e_lumo_ev=0.81 energy_ev=-19129.585 homo_energy_ha=-0.3010 spin_multiplicity=1 relative_energy_kcal_mol=19.3 homo_lumo_gap_ev=9.00 fmax_ev_per_a=1.01
H -2.8217 0.5427 -0.9769 0.227
H 1.4852 1.7851 1.0054 0.341
H 1.4590 -2.0564 0.3089 0.208
H -0.7751 -1.3097 1.3846 0.402
C -0.3196 0.7083 0.4610 -0.342
H -0.9986 1.2924 1.0917 0.421
N -2.4112 -0.2229 -0.4924 -0.620
C 1.9284 -0.0924 0.0708 -0.052
C 1.1010 1.1877 0.1954 -0.624
H -0.4803 -0.2889 -1.4902 0.366
C -0.9766 -0.1801 -0.5527 -0.083
H 1.1916 1.7876 -0.7104 0.261
N 1.1301 -1.1176 0.3985 -0.089
S 3.5037 -0.1915 -0.3897 -0.354
C -0.2448 -0.7728 0.6260 -0.303
H -2.7710 -1.0713 -0.9300 0.242